Density functional theory data (ωB97M-V with the def2-TZVPD basis set) for a cluster of 12 separate species, C32H92N4O20 in total at a distorted geometry.

```
! RIJCOSX wB97M-V def2-TZVPD def2/J DEFGRID3
* xyz 0 1
C 10.34 16.18 -3.68
O 9.84 17.28 -2.95
C 10.68 17.65 -1.83
C 10.08 18.90 -1.23
C 8.64 18.72 -0.74
N 10.12 20.01 -2.19
H 9.50 16.04 -4.37
H 10.35 15.24 -3.12
H 11.23 16.38 -4.27
H 10.67 16.80 -1.13
H 11.68 17.77 -2.25
H 10.66 19.15 -0.33
H 8.38 19.63 -0.22
H 8.52 17.75 -0.27
H 7.99 18.71 -1.62
H 10.07 19.55 -3.10
H 11.06 20.41 -2.22
C 11.15 11.50 -15.54
O 11.77 12.62 -14.98
C 12.31 12.63 -13.69
C 13.80 12.22 -13.55
C 13.93 10.74 -13.83
N 14.10 12.51 -12.13
H 10.98 11.80 -16.58
H 10.18 11.22 -15.10
H 11.71 10.56 -15.50
H 12.30 13.69 -13.43
H 11.60 12.14 -13.00
H 14.37 12.92 -14.16
H 13.20 10.14 -13.29
H 14.90 10.34 -13.52
H 13.90 10.50 -14.90
H 15.01 12.12 -11.89
H 13.42 12.03 -11.55
C 10.18 14.06 -10.94
O 10.89 15.27 -10.80
C 10.36 16.17 -9.86
C 10.82 15.78 -8.44
C 10.36 16.73 -7.35
N 12.32 15.88 -8.34
H 9.37 14.16 -11.68
H 9.69 13.78 -10.00
H 10.79 13.25 -11.34
H 10.63 17.22 -10.03
H 9.27 16.19 -9.99
H 10.61 14.72 -8.34
H 9.33 17.06 -7.53
H 11.03 17.59 -7.30
H 10.49 16.28 -6.37
H 12.78 15.51 -9.17
H 12.67 16.84 -8.30
C 3.94 11.72 -12.47
O 4.77 10.75 -11.87
C 5.67 11.38 -10.98
C 6.60 10.37 -10.33
C 7.48 11.19 -9.37
N 7.42 9.72 -11.39
H 3.30 12.13 -11.67
H 3.17 11.27 -13.10
H 4.51 12.47 -13.03
H 6.16 12.23 -11.46
H 5.06 11.82 -10.18
H 6.10 9.59 -9.75
H 8.12 10.56 -8.76
H 6.84 11.82 -8.76
H 8.10 11.85 -9.99
H 7.72 8.76 -11.25
H 6.69 9.63 -12.09
O 6.31 19.64 -6.50
C 7.23 20.57 -7.03
C 7.89 20.00 -8.28
O 8.82 20.81 -8.95
H 6.62 19.45 -5.62
H 6.90 21.58 -7.27
H 8.05 20.68 -6.31
H 7.17 19.63 -9.03
H 8.29 19.01 -8.02
H 8.82 20.53 -9.88
O 4.88 15.82 -8.43
C 5.76 16.87 -8.83
C 6.53 16.41 -10.05
O 7.07 17.50 -10.79
H 4.34 16.23 -7.75
H 5.20 17.79 -9.00
H 6.41 17.13 -7.98
H 5.86 15.85 -10.71
H 7.22 15.60 -9.80
H 6.30 17.99 -11.10
O 14.42 18.65 -9.66
C 14.37 19.10 -8.30
C 13.21 20.04 -8.05
O 13.20 21.05 -9.05
H 15.15 18.03 -9.69
H 14.41 18.30 -7.56
H 15.31 19.63 -8.13
H 13.28 20.61 -7.12
H 12.23 19.54 -8.01
H 13.28 20.57 -9.88
O 10.10 10.03 -12.15
C 11.18 9.32 -11.52
C 11.59 10.15 -10.31
O 12.53 9.38 -9.57
H 9.32 10.00 -11.54
H 10.75 8.40 -11.09
H 11.97 9.07 -12.22
H 10.71 10.35 -9.69
H 12.04 11.10 -10.61
H 12.96 9.95 -8.89
O 9.80 14.65 -15.81
C 9.01 15.04 -14.68
C 7.72 14.21 -14.72
O 6.85 14.57 -15.81
H 10.53 14.08 -15.55
H 9.55 14.84 -13.75
H 8.92 16.12 -14.77
H 7.11 14.30 -13.82
H 7.99 13.17 -14.91
H 7.45 14.57 -16.57
O 9.98 17.87 -13.59
C 10.27 19.25 -13.49
C 10.26 19.64 -12.02
O 8.98 19.81 -11.45
H 10.67 17.35 -13.12
H 11.21 19.56 -13.96
H 9.49 19.79 -14.04
H 10.74 20.62 -11.89
H 10.99 19.05 -11.46
H 8.48 19.02 -11.72
O 14.19 15.27 -11.22
C 14.35 15.98 -12.42
C 13.15 16.95 -12.60
O 12.03 16.19 -13.04
H 14.25 14.31 -11.39
H 15.23 16.63 -12.42
H 14.31 15.26 -13.24
H 13.29 17.70 -13.39
H 12.88 17.47 -11.68
H 11.64 15.72 -12.28
O 13.68 11.23 -7.91
C 12.82 12.38 -7.81
C 12.72 12.83 -6.34
O 12.19 14.15 -6.28
H 14.60 11.52 -7.94
H 13.24 13.15 -8.46
H 11.84 12.05 -8.18
H 13.75 12.83 -5.99
H 12.07 12.18 -5.76
H 12.39 14.62 -7.14
*
```

Output
Relative energy (zero: lowest compared OMol25 entry of this formula, charge and spin): 45.7 kcal per mole
SMILES: COC[C@H](C)N.COC[C@H](C)N.COC[C@H](C)N.COC[C@H](C)N.OCCO.OCCO.OCCO.OCCO.OCCO.OCCO.OCCO.OCCO
Frontier orbital gap: 9.585 eV
Total energy: -2997.9891 hartree